## 1
Below is a 2-piece molecular cluster, C3H11N2OS overall, with properties calculated with wB97M-V/def2-TZVPD.

The geometry in XYZ format:
```
18
C3H11N2OS wB97M-V/def2-TZVPD
S -0.55203 0.65217 -3.11948
O 1.06478 -2.06048 -1.72970
N -0.32872 -0.00316 0.68114
N 0.90173 0.45070 2.78148
C 0.91570 -0.07414 1.41013
C -1.32790 0.39596 -1.52899
C -0.59809 0.98689 -0.32226
H 0.16106 1.13945 2.85576
H -1.17951 1.82913 0.07742
H 1.08164 -1.25125 -1.20545
H -0.82000 -0.87076 0.56445
H -2.33812 0.78188 -1.63364
H 1.69161 0.47488 0.86814
H 1.22887 -1.11135 1.45561
H -1.43516 -0.68813 -1.43494
H 0.33875 1.46502 -0.63378
H 0.54987 -1.83320 -2.51549
H 0.64552 -0.28362 3.42960
```

Its LUMO energy (spin up / spin down) is 0.838 / -2.316 eV. Its expectation value of S² is 0.753. As for the multiplicity: 2. As for the orbital gap (spin up / spin down): 9.64 / 6.43 eV.

Löwdin atomic charges, in units of e: 0.656 -0.065 -0.086 -0.001 -0.318 -0.630 -0.316 0.059 0.105 0.004 0.103 0.066 0.108 0.111 0.054 0.094 0.000 0.053


## 2
Below is a 2-piece molecular cluster, C3H11N2OS overall, with properties calculated with wB97M-V/def2-TZVPD.

The geometry in XYZ format:
```
18
C3H11N2OS wB97M-V/def2-TZVPD
S -1.60470 0.10486 -2.31197
O 2.42092 1.43710 1.27573
N 0.11930 -1.46781 2.32809
N 1.28136 -0.47910 -0.31599
C -0.24823 -0.19037 1.50244
C -0.73378 0.78337 -0.70234
C -0.18915 -0.37966 0.03685
H 0.39175 0.67877 1.95368
H -0.10422 1.52650 -1.06356
H -0.85485 -1.36150 -0.14075
H 1.30854 0.03961 -1.21345
H 1.62145 1.37692 1.90163
H 2.06057 1.00561 0.46327
H -0.69102 -2.02237 2.37395
H 1.02700 -1.99782 2.00620
H 1.52177 -1.45390 -0.30908
H -1.48590 1.36435 -0.10293
H -1.26489 0.01767 1.81036
```

Its LUMO energy (spin up / spin down) is 0.789 / -2.357 eV. Its expectation value of S² is 0.753. As for the multiplicity: 2. As for the orbital gap (spin up / spin down): 10.36 / 7.03 eV.

Löwdin atomic charges, in units of e: 0.568 -0.131 -0.003 0.034 -0.244 -0.505 -0.525 0.107 0.040 0.161 0.088 0.026 -0.016 0.017 0.109 0.079 0.090 0.106


Calculated relative energies: 1 0.0; 2 28.5, given in kcal/mol


## 1
Below is an isolated ion of composition H2NO2S and charge -1, with properties calculated with wB97M-V/def2-TZVPD.

The geometry in XYZ format:
```
6
H2NO2S wB97M-V/def2-TZVPD
S 1.36208 -0.25839 -1.83703
O -0.50363 0.33727 -1.50210
O -0.60385 -0.64328 0.49684
N -0.76708 0.49360 -0.26338
H -0.16828 1.12087 0.16155
H 0.27496 -1.05429 0.08107
```

Its LUMO energy is 4.204 eV. As for the net charge: -1. As for the SMILES: ONO[S-]. As for the multiplicity: 1. As for the orbital gap: 7.31 eV.

Löwdin atomic charges, in units of e: 0.024 -0.584 -0.171 -0.338 0.050 0.018


## 2
Below is an isolated ion of composition H2NO2S and charge -1, with properties calculated with wB97M-V/def2-TZVPD.

The geometry in XYZ format:
```
6
H2NO2S wB97M-V/def2-TZVPD
S -0.98667 -0.24021 -0.39834
O -1.46847 0.85525 0.47149
O -1.06829 -1.58032 0.16620
N 0.98965 0.05057 -0.39384
H 1.43378 -0.13137 0.47974
H 1.10001 1.04608 -0.32525
```

Its LUMO energy is 4.322 eV. As for the net charge: -1. As for the multiplicity: 1. As for the orbital gap: 7.72 eV.

Löwdin atomic charges, in units of e: 0.557 -0.606 -0.588 -0.238 -0.060 -0.065


Calculated relative energies: 1 83.8; 2 0.0, given in kcal/mol


## 1
Below is one molecule with the formula C3H6Cl2O2, with properties calculated with wB97M-V/def2-TZVPD.

The geometry in XYZ format:
```
13
C3H6Cl2O2 wB97M-V/def2-TZVPD
Cl -1.85409 -0.79648 0.60144
Cl 2.32794 -0.32187 0.49931
O 0.67024 -1.38302 -1.09332
O -0.07597 0.78834 1.61733
C -0.58112 1.11039 -0.74397
C -0.35116 0.20432 0.41535
C 0.75631 -0.96159 0.18107
H -0.91294 0.41698 -1.53630
H 1.32781 -2.08916 -1.03932
H -1.30970 1.86679 -0.54265
H 0.50687 -1.82342 0.87527
H 0.38425 1.56982 -1.02335
H -0.88842 1.41890 1.78914
```

Its LUMO energy is 0.637 eV. As for the SMILES: C[C@@](O)(Cl)[C@@H](O)Cl. As for the multiplicity: 1. As for the orbital gap: 11.21 eV.

Löwdin atomic charges, in units of e: 0.668 0.729 -0.069 -0.095 -0.087 -0.942 -0.860 0.085 0.102 0.079 0.120 0.102 0.166


## 2
Below is a 2-piece molecular cluster, C3H6Cl2O2 overall, with properties calculated with wB97M-V/def2-TZVPD.

The geometry in XYZ format:
```
13
C3H6Cl2O2 wB97M-V/def2-TZVPD
Cl 2.17695 -0.87461 -1.68113
Cl -0.48508 0.53459 -1.69132
O 0.65842 -1.49838 0.40240
O -1.96599 -1.30659 0.17915
C 1.31974 -0.38404 -0.06318
C 0.30627 1.98866 0.41225
C 0.48529 0.82907 -0.28204
H 1.02059 2.10673 1.21322
H -0.35809 -1.45597 0.22358
H -2.19547 -0.32559 0.15888
H -2.63170 -1.92956 0.47248
H 2.17982 -0.31200 0.54302
H -0.51074 2.62769 0.11268
```

Its LUMO energy is 0.318 eV. As for the SMILES: C=C(Cl)[C@@H](O)Cl.O. As for the multiplicity: 1. As for the orbital gap: 10.27 eV.

Löwdin atomic charges, in units of e: 0.489 0.684 -0.097 -0.084 -0.734 0.027 -0.710 0.070 0.060 0.083 0.069 0.083 0.061


Calculated relative energies: 1 0.0; 2 18.1, given in kcal/mol


## 1
Below is a 3-piece molecular cluster, C6H18NO3 overall, with properties calculated with wB97M-V/def2-TZVPD.

The geometry in XYZ format:
```
28
C6H18NO3 wB97M-V/def2-TZVPD
O -2.76254 -0.01484 3.42653
O -2.07581 -0.04569 0.90050
O -2.08442 1.87964 -0.72391
N 1.07276 0.10072 -0.01713
C 2.01420 0.05626 -1.10322
C -0.89598 -0.86548 1.12314
C -0.70583 -1.06856 -1.40059
C 3.30504 -0.71864 -0.74676
C 0.03703 -0.95385 -0.07966
C 0.57725 1.46459 0.22148
H -2.08092 1.08220 -0.05027
H 0.67300 -1.83735 0.09238
H 1.39542 2.00898 0.64483
H -1.75496 -1.22691 -1.25961
H -0.36770 -0.42960 1.97264
H 1.48227 -0.37724 -1.97165
H -0.33837 1.49292 0.81902
H 2.31866 1.03807 -1.43404
H -1.34104 -1.83192 1.40816
H -3.22038 0.82589 3.31968
H -0.40407 -1.89238 -2.06341
H 3.20515 -1.55066 -0.04847
H -3.01663 2.12292 -0.72687
H -2.54546 -0.18339 2.42004
H 3.78217 -0.95706 -1.67784
H 3.97581 0.03199 -0.32633
H -0.64406 -0.16265 -2.00134
H 0.39941 2.01203 -0.71728
```

Its LUMO energy is 3.611 eV. As for the net charge: -1. As for the multiplicity: 1. As for the orbital gap: 7.74 eV.

Löwdin atomic charges, in units of e: -0.174 -0.366 -0.177 -0.197 -0.280 -0.283 -0.071 -0.086 -0.349 -0.089 -0.027 0.127 0.064 0.062 0.102 0.098 0.074 0.100 0.108 -0.006 0.066 0.065 -0.002 -0.006 0.046 0.057 0.072 0.071


## 2
Below is C6H18NO3 as an isolated structure, with properties calculated with wB97M-V/def2-TZVPD.

The geometry in XYZ format:
```
28
C6H18NO3 wB97M-V/def2-TZVPD
O -1.81128 0.61600 0.97551
O -0.17032 -2.44455 -0.43119
O -2.30232 -1.22121 -0.79966
N 1.58899 0.70887 0.17012
C -0.84770 1.61180 0.68926
C 0.99211 -0.17171 -2.45640
C 1.15939 -0.39726 2.40437
C 1.70756 0.77853 1.69382
C -0.22299 0.31632 -1.58947
C 0.31963 1.21027 -0.40195
H -1.09480 -1.81352 -1.10679
H 1.67897 0.57122 -2.53154
H 2.85351 0.77376 1.87858
H 0.72261 -0.37998 -3.58800
H -2.11386 -0.08848 0.04149
H 0.15675 -0.83701 2.18032
H 0.75411 2.13840 -0.88868
H 1.06414 -0.37486 3.52304
H 1.38394 -1.01514 -2.17313
H 1.33485 1.68633 2.08686
H -1.00510 0.77756 -2.14994
H -0.44252 1.89913 1.70956
H 1.80507 -1.33212 2.28343
H -1.36213 2.27668 0.19743
H -0.81832 -0.46950 -1.26479
H 0.51611 -2.40548 -0.88687
H -2.64670 -1.75170 -0.24132
H 1.71375 -0.30698 -0.25551
```

Its LUMO energy is 3.851 eV. As for the net charge: -1. As for the multiplicity: 1. As for the orbital gap: 8.26 eV.

Löwdin atomic charges, in units of e: -0.224 -0.195 -0.221 -0.062 -0.238 -0.084 -0.152 -0.296 -0.184 -0.273 0.135 0.023 0.115 0.113 0.113 0.076 0.121 0.066 -0.018 0.062 0.103 0.105 0.081 0.031 -0.017 -0.206 -0.106 0.132


Calculated relative energies: 1 0.0; 2 104.9, given in kcal/mol